(1)
Molecular formula: C4H7O3P
Method: DFT, ωB97M-V/def2-TZVPD

Frontier orbital gap = 5.6494 eV
Energy above the lowest of the compared OMol25 structures with the same formula, charge and spin = 113.7 kJ/mol
Maximum force = 3.861 eV/Å
Charge = -2

```
15
Properties=species:S:1:pos:R:3:forces:R:3:nbo_charge:R:1
C -0.78266 0.35196 1.38291 1.4234 0.6682 0.7512 -0.6030
C -0.07324 -0.03358 0.15549 1.1215 0.2116 -2.6931 -0.3899
P 1.59022 -1.02681 0.01780 -0.6052 -1.5113 3.5015 2.3869
O 1.97497 -1.15669 -1.41707 -0.5116 -0.2327 -1.7567 -1.2535
O 2.60997 -0.18939 0.78471 -0.3131 0.3559 0.3277 -1.2708
O 1.13240 -2.32364 0.77111 0.5117 0.8772 -0.8922 -1.2822
C -1.04321 -0.12901 -1.00393 -1.8345 0.8348 2.1046 -0.4390
C -0.00726 0.96690 -0.97562 -1.4016 1.9184 -0.4545 -0.4447
H -0.11613 0.91000 1.99777 0.7974 0.8884 0.6555 0.2012
H -0.96886 -0.47805 2.00906 -0.7658 -1.3276 0.4108 0.2117
H -1.64186 0.98067 1.23188 -0.7614 0.1818 -0.2688 0.1503
H -2.17219 0.05258 -0.59890 2.5702 -0.3247 -1.6076 0.1394
H -0.83493 -0.87752 -1.68539 -0.2103 -1.6261 -1.3662 0.2130
H 0.77579 0.96472 -1.75164 -0.2362 -0.5701 0.7977 0.2413
H -0.44300 1.98784 -0.91820 0.2155 -0.3437 0.4902 0.1395
```
Positions in Å, forces in eV/Å.

(2)
Molecular formula: C6H14CoO4
Method: DFT, ωB97M-V/def2-TZVPD

Frontier orbital gap (spin up / spin down) = 6.9818 / 7.3513 eV
Energy above the lowest of the compared OMol25 structures with the same formula, charge and spin = 255.3 kJ/mol
Multiplicity = 4
Maximum force = 5.387 eV/Å
Charge = 0
Expectation value of S² = 3.766

```
25
Properties=species:S:1:pos:R:3:forces:R:3:nbo_charge:R:1
O -1.05796 1.81966 1.12173 -3.4182 -2.3293 -1.5980 -0.8796
Co 0.05342 0.40329 0.64548 -1.4061 -1.1650 1.4608 1.2407
C -1.50119 0.46255 -2.24207 0.2169 -0.2496 -0.3104 -0.2508
O -1.11834 0.81732 -0.93522 -1.1168 0.2211 -0.6776 -0.6309
C -2.14046 1.23046 0.01229 2.5989 4.6500 -0.8044 0.1447
C -1.31217 -1.41455 0.87634 1.2041 1.4989 -0.6479 -0.4903
O -0.18349 -2.22110 1.20021 0.1963 -2.6598 1.3709 -0.6105
C 1.17523 -2.37445 0.97800 -0.3312 0.6096 -0.0368 -0.0635
C 1.75376 -1.78301 -0.29082 0.1693 -0.4460 -0.2650 -0.0988
O 1.64860 -0.36224 -0.24480 0.6179 0.0329 0.0154 -0.6056
C 2.32187 0.32728 -1.28520 0.0818 -0.0244 -0.5089 -0.2482
H -1.02286 -0.48537 -2.51612 0.0877 0.1225 0.0645 0.1806
H -2.57925 0.28209 -2.36341 0.1802 0.3737 0.1686 0.1863
H -1.13168 1.25656 -2.90617 -0.4320 -0.2401 -0.1352 0.1839
H -3.07660 0.68518 -0.22022 0.6605 -1.3655 2.0639 0.1821
H -2.51789 2.21932 -0.31432 0.3875 -0.0072 -0.0431 0.1464
H -2.04515 -1.57645 1.69040 0.5198 0.2521 -0.3300 0.1721
H -1.73467 -1.82606 -0.05470 -0.1461 0.3067 0.0035 0.1290
H 1.39414 -3.45330 0.95780 -0.0479 0.1646 -0.0764 0.1924
H 1.70589 -1.96872 1.85706 0.2323 0.0706 -0.2439 0.1692
H 2.81840 -2.05528 -0.36700 -0.1807 0.0847 0.0688 0.1854
H 1.24628 -2.16977 -1.18927 -0.0367 0.1657 0.1978 0.1851
H 2.29914 1.39911 -1.05950 0.0719 -0.3287 0.0097 0.2118
H 3.35237 -0.04702 -1.36054 -0.1675 0.2306 0.0768 0.1858
H 1.81872 0.15503 -2.24786 0.0581 0.0319 0.1770 0.1826
```
Positions in Å, forces in eV/Å.

(3)
Molecular formula: C19H53BBeBrCsK2N3O16P2S2Si2V
Method: DFT, ωB97M-V/def2-TZVPD

Frontier orbital gap = 1.4072 eV
Energy above the lowest of the compared OMol25 structures with the same formula, charge and spin = 0.0 kJ/mol
Maximum force = 3.632 eV/Å
Charge = 0

```
104
Properties=species:S:1:pos:R:3:forces:R:3:mulliken_charge:R:1
C -3.05097 1.03274 0.40398 0.1082 0.1480 0.3697 -0.7486
C -2.77573 -0.32470 1.08629 -0.5752 0.2774 -1.2264 0.3486
C -2.74196 -1.42030 0.00290 0.5344 -0.0021 0.4236 -0.8005
C -1.95306 -2.71634 0.32945 -1.0299 0.1522 0.2169 -1.2945
C -1.59980 -2.93752 1.80682 0.4787 -1.0968 -0.4893 -0.2108
C -0.51098 -4.03962 1.92931 0.1196 0.9353 0.1522 -0.0937
C 0.67966 -3.62259 2.84636 -0.5154 0.2828 -1.2113 -1.3614
C 1.98192 -4.04518 2.13787 -0.5745 0.1514 1.6558 -1.6640
S 2.52939 -2.80384 0.98019 1.0661 -0.0676 -2.3756 0.7934
O 2.21790 -3.35695 -0.32857 -0.1261 -0.1849 0.3367 -0.7276
O 1.82631 -1.56007 1.22929 0.8287 -0.8891 1.4398 -0.5886
N 4.10315 -2.64931 1.05699 -0.8336 0.2601 0.9086 -0.4750
S 4.65406 -1.97658 2.47223 0.8959 -0.1503 1.2668 1.0259
O 5.95218 -2.57631 2.71164 0.0877 -0.1407 -0.7257 -0.7528
O 3.69354 -2.21765 3.54294 -0.3696 0.0671 -0.3337 -0.6627
B 4.88436 -0.08387 2.08458 -0.5714 -0.2389 0.2219 0.2525
O 6.13815 0.23497 1.68229 -0.1914 -0.6092 -0.9178 -0.4913
N 3.72350 0.69272 2.25038 0.8494 0.6394 0.0764 0.5703
C 3.30522 0.82747 3.67333 -0.7103 -0.6755 -0.0844 -0.0613
C 3.67965 1.94575 1.48748 -0.4030 0.0088 -0.1638 -0.8550
H -3.88277 1.55411 0.86870 -0.1266 0.0228 -0.0825 0.3333
H -3.23852 0.92885 -0.66230 -0.1980 -0.0009 -0.0135 -0.0030
H -2.20071 1.70446 0.52316 0.1230 0.0565 -0.0002 0.0568
H -1.86289 -0.21205 1.64857 -0.0502 -0.2061 0.5293 -0.2847
H -3.58597 -0.55834 1.76705 0.1659 0.0010 0.4193 0.4267
H -3.76953 -1.63941 -0.27760 -0.0439 -0.0797 -0.0178 0.4503
H -2.29106 -0.99824 -0.89210 -0.0191 0.1288 -0.3360 0.2434
H -2.58599 -3.54768 0.01638 0.2006 -0.1940 -0.0647 0.3162
H -1.08085 -2.77536 -0.31549 0.3859 -0.0824 0.0596 0.5680
H -2.48955 -3.29559 2.31968 -0.1326 0.4849 0.2545 0.4533
H -1.20224 -2.05207 2.29287 -0.3287 0.1715 0.1060 0.0284
H -0.09885 -4.23072 0.93858 -0.0457 -0.0501 -0.0733 0.3990
H -0.95175 -4.98753 2.25121 -0.1721 -0.0117 -0.0434 0.4170
H 0.66177 -2.55881 3.05318 0.1882 0.0865 -0.0291 -0.1141
H 0.57417 -4.12650 3.79376 0.0392 2.2305 -0.1163 0.9785
H 1.77932 -4.97105 1.62126 0.2797 -0.0984 -0.7753 0.8667
H 2.76467 -4.22438 2.85859 0.4943 0.2623 0.1377 0.7385
H 6.21993 0.77216 0.88707 0.0813 0.3625 0.3397 0.3103
H 2.66982 -0.00971 3.95733 -0.0225 -0.0681 -0.0171 0.1686
H 4.13935 0.87007 4.37004 0.0988 0.1290 -0.0327 0.4139
H 2.74113 1.75011 3.78563 0.0380 -0.0420 -0.0263 -0.7155
H 3.04122 2.67998 1.97112 0.0300 0.0263 0.1221 0.0817
H 3.22723 1.75263 0.51000 0.1458 -0.0056 -0.1069 0.3344
H 4.65131 2.42670 1.34178 0.1029 -0.0411 0.0897 0.2282
O 3.71619 5.95434 -1.93613 -0.2789 0.0373 -0.4431 -0.8513
V 2.94300 5.19147 -0.70635 0.7804 0.1378 0.7249 1.6434
O 2.01385 4.43740 0.45256 -0.4436 -0.1801 -0.4483 -0.9496
K 6.03680 -4.01765 0.01982 0.8570 -0.4148 -0.0078 0.8298
C -4.94937 0.94570 -3.01796 0.1579 -0.1039 0.0218 -0.6542
Si -4.31475 1.22942 -4.76124 -0.3724 -0.1854 0.2714 0.0563
C -4.71370 -0.32205 -5.75613 0.1886 -0.0170 -0.0205 -1.0044
C -2.41046 1.37847 -4.64350 0.1174 0.0254 0.0487 -0.8969
N -4.97980 2.64386 -5.38659 0.5182 -0.0109 -0.2638 -0.0537
Si -4.73660 3.37508 -6.90925 -0.3512 0.2501 -0.0390 0.1673
C -5.27106 2.26852 -8.34232 0.1045 -0.0359 0.0087 -1.0051
C -2.91823 3.83959 -7.17743 0.0719 -0.0949 0.0514 -0.9347
C -5.74283 4.94862 -7.00725 0.0669 0.0281 -0.0883 -0.9977
H -4.51572 0.04489 -2.57158 -0.0294 -0.0054 0.0047 0.0073
H -4.71002 1.79508 -2.37543 -0.0471 0.0253 -0.0084 0.2097
H -6.03384 0.82493 -3.03095 -0.0141 0.0218 0.0106 0.3642
H -4.42819 -1.21595 -5.19424 -0.0126 0.0055 0.0152 0.3444
H -4.18277 -0.34769 -6.70966 -0.0434 0.0333 -0.0226 0.3178
H -5.78391 -0.37570 -5.95867 -0.0096 0.0058 -0.0042 0.2947
H -2.11604 2.32777 -4.19287 0.0140 0.0157 -0.0408 0.4391
H -1.94568 1.31025 -5.63429 -0.4005 0.0945 0.0128 0.0030
H -2.00513 0.56343 -4.03246 -0.0862 -0.0447 0.0169 0.4736
H -4.58690 1.43143 -8.49533 -0.0158 -0.0166 0.0326 0.3140
H -5.29264 2.85314 -9.26555 -0.0072 0.0142 0.0025 0.3554
H -6.27085 1.86722 -8.17084 -0.0073 0.0036 -0.0003 0.2902
H -2.51953 4.37935 -6.31746 -0.0045 0.0061 0.0013 0.2898
H -2.84086 4.48786 -8.05380 -0.0414 0.0087 -0.0068 0.3591
H -2.29487 2.96024 -7.35573 -0.0243 -0.0099 0.0216 0.2249
H -5.44921 5.64502 -6.21961 -0.0265 -0.0054 0.0210 0.2733
H -6.80641 4.73255 -6.89106 -0.0045 0.0083 0.0260 0.2791
H -5.60329 5.44910 -7.96890 -0.0183 0.0123 0.0033 0.2974
K 0.13285 -0.48311 0.32558 -1.1669 1.3883 -0.8721 1.1155
O 10.70809 -7.51613 -0.57247 0.3149 0.5275 0.2024 -0.4609
P 9.37018 -7.15480 0.06066 -0.0331 -0.1596 -0.4287 0.8760
O 8.64630 -8.46460 0.37080 -0.5369 0.1832 0.2861 -0.4282
O 8.58298 -6.28804 -0.90153 -0.5102 0.0955 -0.1759 -0.4903
O 9.55942 -6.46021 1.40360 0.2878 -0.3941 0.2133 -0.4855
O 9.92062 -8.70454 3.52621 0.0549 0.0219 -0.0106 -0.6502
H 10.17618 -9.45805 2.98637 -0.0396 -0.0011 -0.0280 0.3110
H 9.88497 -7.97470 2.88991 -0.0550 0.0672 0.0046 0.3643
Be 0.12915 0.85475 -5.93819 0.3199 -0.0299 -0.0200 0.0361
C -3.24488 3.00454 5.58868 0.0056 0.0355 -0.0248 -0.7027
O -2.09179 3.47020 4.87267 -0.1279 -0.0965 0.0429 -0.3057
P -1.09964 2.38162 4.27497 0.3050 0.1330 0.1386 0.3504
O -1.75145 1.32002 3.49602 0.0067 -0.2063 -0.1745 -0.3154
O -0.27853 1.81487 5.48986 -0.1258 -0.0432 0.1147 -0.2421
C 0.31894 2.72327 6.44616 0.0332 0.0166 0.0317 -0.7327
O -0.05369 3.27535 3.53314 -0.0490 -0.0485 -0.1313 -0.0014
C -0.25937 3.69451 2.17549 -0.1329 0.1114 0.1254 -0.5361
H -3.49426 3.76669 6.32166 -0.0047 0.0233 -0.0049 0.2522
H -4.07623 2.86757 4.89963 0.0059 -0.0221 -0.0196 0.2224
H -3.04141 2.06283 6.10033 0.0156 0.0015 0.0053 0.3365
H -0.35688 2.84422 7.29218 -0.0482 -0.0255 -0.0274 0.2636
H 0.53779 3.68703 5.99338 0.0601 -0.0273 -0.0496 0.3434
H 1.25029 2.27314 6.77277 0.0240 -0.0073 -0.0368 0.2446
H 0.26999 4.63176 2.05197 0.0333 -0.0926 -0.0364 0.2644
H -1.32087 3.82182 1.95923 -0.0394 0.0043 0.0340 0.3920
H 0.17513 2.95849 1.50162 0.0442 0.0427 -0.0057 0.0460
Cs 0.76077 -6.15797 4.02396 0.3837 -3.4552 1.0508 1.0844
Br 3.39250 3.94934 4.65130 0.0343 0.3987 0.0320 -0.5365
```
Positions in Å, forces in eV/Å.